# 1
Here is a cluster of 2 separate species, C5H8N2O in total from the Open Molecules 2025 dataset. Energies are from ωB97M-V/def2-TZVPD.

```
! RIJCOSX wB97M-V def2-TZVPD def2/J DEFGRID3
* xyz 0 1
C -0.272 -0.519 -1.089
C -1.954 -0.094 0.731
C -0.833 0.342 -0.161
N 0.752 1.891 -0.581
O 0.453 -0.100 -2.112
N -0.306 1.565 0.077
C 2.097 -0.789 0.429
C 1.790 -1.573 1.288
H 0.781 0.822 -1.851
H -0.614 -1.544 -1.174
H 2.403 0.058 -0.191
H 1.033 2.834 -0.300
H -1.955 0.466 1.653
H -2.928 0.038 0.252
H -1.895 -1.140 1.013
H 1.448 -2.257 2.017
*
```

Output
Highest occupied orbital energy (alpha / beta), eV: -8.62 / -8.62
LUMO level (alpha / beta), eV: -0.092 / -0.092
Energy relative to the best compared isomer or geometry (same formula, charge and spin), kcal per mole: 109.2
Frontier orbital gap (alpha / beta), eV: 8.5252 / 8.5246
SMILES string: [H]/N=N/C(C)=C\O.C#C

# 2
Here is a structure of composition C44H30N4OTi from the Open Molecules 2025 dataset. Energies are from ωB97M-V/def2-TZVPD.

```
! RIJCOSX wB97M-V def2-TZVPD def2/J DEFGRID3
* xyz 2 1
Ti -0.143 0.637 -0.247
C -2.395 -0.321 7.166
C -1.089 -0.580 6.775
C -0.751 -0.453 5.439
C -1.726 -0.012 4.513
C -3.043 0.200 4.917
C -3.368 0.070 6.258
C -1.328 0.179 3.083
C -1.989 -0.506 2.036
C -3.077 -1.430 2.161
C -3.542 -1.705 0.890
C -2.706 -1.025 -0.050
N -1.665 -0.390 0.661
C -3.008 -0.882 -1.410
C -2.051 -0.419 -2.324
C -2.244 -0.287 -3.744
C -1.023 0.024 -4.307
C -0.053 0.078 -3.254
C 1.335 0.291 -3.396
C 1.979 0.359 -4.739
C 2.914 1.378 -4.995
C 3.551 1.447 -6.206
C 3.226 0.505 -7.182
C 2.285 -0.509 -6.957
C 1.639 -0.578 -5.730
C 2.171 0.308 -2.256
N 1.773 0.435 -0.913
C 2.941 0.531 -0.131
C 3.037 0.822 1.227
C 4.300 0.522 2.004
C 5.285 1.484 2.199
C 6.328 1.205 3.055
C 6.402 -0.032 3.683
C 5.430 -1.009 3.488
C 4.382 -0.735 2.649
C 1.906 1.218 1.948
C 1.906 1.772 3.270
C 0.632 1.632 3.787
C -0.155 0.922 2.813
N 0.605 0.804 1.642
C 4.067 0.301 -0.978
C 3.605 0.186 -2.275
N -0.700 -0.149 -2.036
C -4.406 -1.176 -1.869
C -4.710 -2.439 -2.389
C -6.023 -2.739 -2.673
C -7.005 -1.772 -2.508
C -6.695 -0.496 -2.024
C -5.400 -0.202 -1.681
H -2.663 -0.417 8.223
H -0.369 -0.888 7.510
H 0.241 -0.681 5.075
H -3.791 0.456 4.179
H -4.367 0.260 6.595
H -3.472 -1.830 3.081
H -4.430 -2.264 0.624
H -3.176 -0.423 -4.268
H -0.834 0.185 -5.351
H 3.130 2.084 -4.210
H 4.292 2.210 -6.396
H 3.708 0.537 -8.142
H 2.057 -1.222 -7.740
H 0.886 -1.333 -5.535
H 5.198 2.429 1.709
H 7.081 1.948 3.224
H 7.263 -0.233 4.316
H 5.515 -1.948 4.006
H 3.588 -1.461 2.464
H 2.782 2.103 3.782
H 0.313 1.885 4.781
H 5.084 0.242 -0.632
H 4.213 0.022 -3.148
H -3.908 -3.156 -2.548
H -6.280 -3.705 -3.072
H -8.033 -2.011 -2.757
H -7.483 0.220 -1.889
H -5.128 0.753 -1.256
O -0.821 2.578 -0.593
H -0.654 3.049 -1.431
H -1.345 3.150 0.011
*
```

Output
Highest occupied orbital energy, eV: -12.66
LUMO level, eV: -7.618
Frontier orbital gap, eV: 5.0460

# 3
Here is a structure of composition C26H31BErN9 from the Open Molecules 2025 dataset. Energies are from ωB97M-V/def2-TZVPD.

```
! RIJCOSX wB97M-V def2-TZVPD def2/J DEFGRID3
* xyz 2 4
Er -0.085 -0.795 0.000
C -1.306 -0.050 3.492
C -0.395 0.928 2.826
C -0.064 2.226 3.180
C 0.795 2.689 2.187
C 1.469 4.017 2.094
N 0.958 1.707 1.287
N 0.234 0.609 1.684
B 1.856 1.689 0.003
N 2.727 0.414 0.005
N 2.219 -0.869 0.000
C 3.272 -1.700 -0.006
C 3.125 -3.185 -0.014
C 4.451 -0.969 -0.002
C 4.072 0.363 0.003
C 4.949 1.569 0.006
N 0.966 1.711 -1.285
N 0.233 0.619 -1.681
C -0.392 0.939 -2.821
C -1.297 -0.037 -3.498
C -0.054 2.237 -3.178
C 0.809 2.694 -2.188
C 1.492 4.017 -2.096
H -1.453 0.210 4.538
H -0.894 -1.059 3.457
H -2.290 -0.053 3.016
H -0.386 2.762 4.057
H 1.153 4.645 2.924
H 1.225 4.528 1.164
H 2.553 3.910 2.141
H 2.543 2.657 0.006
H 2.082 -3.495 -0.026
H 3.596 -3.620 0.867
H 3.611 -3.611 -0.892
H 5.456 -1.357 -0.005
H 5.990 1.257 0.006
H 4.776 2.184 0.889
H 4.777 2.188 -0.875
H -1.338 -0.985 -2.957
H -0.951 -0.252 -4.508
H -2.310 0.358 -3.574
H -0.375 2.775 -4.054
H 1.182 4.646 -2.926
H 2.575 3.903 -2.139
H 1.249 4.531 -1.166
C -1.670 -6.330 0.019
C -0.564 -5.493 0.028
C -0.763 -4.125 0.025
C -2.049 -3.595 0.014
C -3.159 -4.434 0.006
C -2.959 -5.801 0.008
N -2.122 -2.175 0.009
N -3.258 -1.681 0.001
C -3.348 -0.269 -0.007
C -4.621 0.262 -0.012
C -4.758 1.646 -0.015
C -3.618 2.428 -0.016
C -2.376 1.805 -0.013
N -2.240 0.483 -0.008
H -1.527 -7.403 0.020
H 0.436 -5.906 0.036
H 0.101 -3.464 0.031
H -4.154 -4.011 -0.003
H -3.813 -6.465 0.001
H -5.470 -0.408 -0.011
H -5.740 2.099 -0.018
H -3.677 3.508 -0.020
H -1.459 2.385 -0.014
*
```

Output
Highest occupied orbital energy (alpha / beta), eV: -14.39 / -14.40
LUMO level (alpha / beta), eV: -7.387 / -7.376
Frontier orbital gap (alpha / beta), eV: 7.0058 / 7.0200

no.,largest force on an atom (eV/A)
1,2.03
2,1.41
3,0.64